DFT (wB97M-V/def2-TZVPD) results for a gas-phase ion, C3H4N3 (charge +1) at a distorted geometry.

Structure (XYZ):
```
10
Properties=species:S:1:pos:R:3:forces:R:3:nbo_charge:R:1
C -1.608 0.109 0.523 0.5 -2.3 3.5 -0.77
C -0.320 0.427 0.011 -1.8 3.2 0.9 0.63
N 0.500 1.256 -0.171 0.1 -1.7 -0.3 -0.07
N 1.733 1.242 -0.680 0.7 2.9 -0.6 -0.33
C 1.964 0.049 -0.842 -0.3 -3.6 0.9 0.72
N 1.632 -1.104 -0.787 0.8 1.7 -2.0 -0.59
H -2.405 0.140 -0.140 -1.3 0.7 -1.6 0.30
H -1.770 0.742 1.484 0.3 -1.0 -1.6 0.33
H -1.628 -0.995 0.844 0.2 1.4 -0.1 0.31
H 1.902 -1.865 -0.241 0.7 -1.4 0.9 0.45
```
Positions in Å, forces in eV/Å.

SMILES string   CC#[N+]N=C=N
2S+1   1
Kohn-Sham gap   8.7632 eV
Total charge   +1
E_HOMO   -15.7155 eV